{"formula": "CHNO5", "method": "ωB97M-V/def2-TZVPD", "symbols": ["C", "N", "O", "O", "O", "O", "O", "H"], "positions_angstrom": [[-1.774548, 2.457411, 0.593313], [1.491312, 0.459594, 1.377569], [2.060294, 0.277120, 0.336566], [-1.231377, 2.845845, -0.337892], [-2.311508, 2.088159, 1.532955], [-0.448253, -0.248230, 0.281911], [0.238529, 0.216043, 1.454849], [0.288060, -0.337820, -0.373838]], "forces_ev_per_a": [[0.06, 0.09, -0.04], [2.65, 0.38, -0.55], [-1.10, -0.08, 0.55], [0.75, 0.48, -1.31], [-0.83, -0.57, 1.35], [0.66, -0.07, -0.52], [-1.95, -0.35, 0.18], [-0.25, 0.11, 0.34]], "homo_ev": -11.517, "e_tot_ev": -12776.1379, "relative_energy_ev": 1.212, "spin_multiplicity": 1, "lumo_ev": -0.04}